No. 1
This record from the Open Molecules 2025 dataset describes a 12-piece molecular cluster, C24H72O12S12 overall at a distorted geometry. The level of theory is ωB97M-V with the def2-TZVPD basis set.

```
120
Properties=species:S:1:pos:R:3
C -0.232 -2.076 -7.540
S -1.390 -3.546 -7.590
O -2.744 -3.021 -8.052
C -0.722 -4.370 -9.095
H -0.387 -1.531 -8.471
H 0.791 -2.425 -7.399
H -0.508 -1.496 -6.658
H -0.837 -3.652 -9.906
H -1.282 -5.296 -9.229
H 0.328 -4.618 -8.934
C 5.951 -2.894 7.146
S 7.768 -2.759 7.596
O 8.010 -2.860 9.110
C 8.240 -4.417 6.884
H 5.430 -3.845 7.252
H 5.885 -2.628 6.091
H 5.301 -2.128 7.570
H 8.021 -4.532 5.823
H 7.623 -5.139 7.420
H 9.229 -4.732 7.218
C 0.707 0.364 -0.706
S 0.616 0.863 1.078
O -0.846 1.346 1.235
C 0.656 -0.845 1.836
H -0.228 -0.106 -1.008
H 1.581 -0.274 -0.834
H 0.953 1.213 -1.343
H 1.532 -1.398 1.496
H -0.244 -1.416 1.607
H 0.694 -0.738 2.920
C 3.840 -8.286 2.893
S 1.983 -8.084 2.916
O 1.547 -7.198 1.729
C 1.685 -9.809 2.253
H 4.348 -8.712 2.028
H 4.169 -8.930 3.709
H 4.314 -7.322 3.077
H 2.587 -10.417 2.178
H 1.155 -9.667 1.311
H 0.961 -10.394 2.819
C -6.111 1.206 -6.796
S -7.184 1.187 -5.329
O -8.465 0.521 -5.818
C -6.341 -0.200 -4.430
H -5.083 1.069 -6.461
H -6.117 2.158 -7.328
H -6.359 0.398 -7.484
H -6.356 -1.103 -5.039
H -6.941 -0.625 -3.625
H -5.407 0.109 -3.959
C 6.110 -4.100 -4.116
S 5.529 -5.806 -4.538
O 4.853 -5.773 -5.893
C 4.211 -5.807 -3.309
H 5.299 -3.396 -4.302
H 6.838 -3.711 -4.827
H 6.452 -3.994 -3.087
H 3.569 -6.687 -3.280
H 3.568 -4.960 -3.547
H 4.491 -5.615 -2.273
C -3.317 -4.555 6.673
S -4.046 -6.091 7.456
O -2.759 -6.915 7.850
C -4.870 -5.370 8.972
H -2.239 -4.489 6.824
H -3.640 -3.694 7.258
H -3.660 -4.364 5.657
H -5.471 -4.520 8.649
H -4.143 -5.090 9.735
H -5.608 -6.022 9.439
C 4.926 3.233 -8.009
S 6.755 3.638 -8.079
O 7.443 2.442 -7.418
C 6.905 3.447 -9.926
H 4.331 4.125 -8.205
H 4.711 2.830 -7.019
H 4.610 2.548 -8.795
H 6.287 4.109 -10.533
H 6.681 2.433 -10.256
H 7.944 3.586 -10.225
C -0.719 7.654 -5.306
S -2.178 6.543 -5.485
O -1.630 5.436 -6.420
C -2.405 5.965 -3.748
H -0.817 8.491 -4.615
H -0.666 8.108 -6.295
H 0.116 7.103 -4.873
H -2.763 6.760 -3.094
H -1.535 5.442 -3.351
H -3.203 5.239 -3.596
C -0.612 3.720 7.508
S -0.245 2.813 9.083
O -0.105 1.324 8.671
C 1.456 3.452 9.469
H -1.545 3.252 7.194
H 0.181 3.557 6.778
H -0.837 4.770 7.694
H 1.649 4.480 9.165
H 2.258 2.808 9.106
H 1.456 3.632 10.544
C -2.447 11.929 2.062
S -1.931 10.393 1.082
O -0.391 10.300 1.028
C -2.439 9.076 2.318
H -2.426 12.771 1.371
H -1.789 11.925 2.930
H -3.468 11.805 2.423
H -2.213 9.378 3.341
H -1.833 8.217 2.032
H -3.478 8.745 2.305
C -6.891 3.031 2.972
S -7.999 1.619 2.420
O -8.392 1.836 1.002
C -6.694 0.263 2.545
H -6.738 3.017 4.051
H -7.358 3.955 2.631
H -5.927 3.024 2.463
H -7.181 -0.698 2.375
H -6.146 0.043 3.461
H -5.998 0.443 1.726
```

The value obtained for the lowest unoccupied orbital energy is -0.1 eV. The strongest force on any atom comes out at 3.50 eV/Å. The relative energy (zero: lowest compared OMol25 entry of this formula, charge and spin) comes out at 515.87 kJ/mol. The value obtained for the highest occupied orbital energy is -8.59 eV.

---

No. 2
This record from the Open Molecules 2025 dataset describes a 12-piece molecular cluster, C24H72O14 overall at a distorted geometry. The level of theory is ωB97M-V with the def2-TZVPD basis set.

```
110
Properties=species:S:1:pos:R:3
C -7.686 -18.292 15.588
C -8.538 -18.055 16.835
O -9.877 -18.442 16.533
H -8.038 -17.657 14.773
H -7.791 -19.348 15.337
H -6.631 -18.012 15.649
H -8.792 -17.029 17.123
H -8.148 -18.662 17.664
H -9.879 -19.329 16.151
C -7.559 -14.887 26.012
C -7.177 -14.681 24.547
O -5.769 -14.764 24.338
H -7.393 -15.948 26.232
H -8.609 -14.717 26.241
H -6.909 -14.361 26.714
H -7.492 -13.685 24.230
H -7.655 -15.497 24.015
H -5.360 -14.035 24.822
C -10.984 -14.717 19.134
C -10.932 -14.100 20.500
O -9.735 -13.338 20.673
H -11.802 -15.400 18.919
H -10.038 -15.177 18.834
H -10.996 -13.866 18.443
H -10.987 -14.794 21.347
H -11.738 -13.388 20.687
H -9.032 -13.865 21.080
C -5.746 -19.519 23.843
C -6.128 -18.018 23.724
O -4.947 -17.290 23.960
H -5.106 -19.954 23.069
H -6.603 -20.161 23.606
H -5.338 -19.762 24.821
H -6.945 -17.866 24.434
H -6.564 -17.994 22.717
H -5.176 -16.335 24.091
C -2.127 -16.694 21.613
C -2.381 -18.188 21.258
O -2.647 -18.816 22.518
H -2.218 -16.066 20.721
H -1.125 -16.640 22.026
H -2.952 -16.423 22.268
H -1.554 -18.641 20.712
H -3.304 -18.381 20.698
H -3.491 -18.452 22.809
C -3.519 -19.151 16.797
C -4.074 -17.775 16.710
O -4.252 -17.355 15.352
H -4.140 -19.907 16.313
H -3.374 -19.456 17.836
H -2.522 -19.307 16.368
H -3.525 -16.994 17.246
H -5.100 -17.765 17.092
H -3.532 -17.708 14.820
C -5.819 -19.612 19.753
C -6.600 -20.870 19.362
O -5.833 -21.993 19.866
H -6.384 -18.692 19.576
H -5.066 -19.635 18.959
H -5.333 -19.607 20.722
H -6.728 -21.049 18.294
H -7.531 -20.944 19.928
H -5.236 -22.248 19.157
C -5.891 -15.673 20.328
C -7.413 -15.590 20.242
O -7.982 -15.407 21.529
H -5.365 -14.720 20.415
H -5.438 -16.126 19.443
H -5.594 -16.170 21.254
H -7.805 -16.493 19.763
H -7.807 -14.789 19.614
H -8.125 -16.240 21.990
C -11.288 -15.120 24.320
C -11.621 -16.473 23.681
O -10.404 -17.231 23.461
H -10.747 -14.462 23.640
H -10.811 -15.124 25.298
H -12.275 -14.677 24.504
H -12.167 -16.403 22.739
H -12.298 -16.990 24.371
H -10.266 -17.480 24.385
C -3.266 -13.294 18.466
C -3.766 -12.034 17.782
O -4.236 -11.073 18.723
H -2.387 -13.028 19.067
H -2.962 -14.059 17.757
H -3.905 -13.686 19.257
H -4.707 -12.287 17.258
H -3.201 -11.750 16.888
H -4.776 -10.416 18.277
C -3.709 -13.110 22.421
C -5.007 -12.322 22.147
O -4.810 -11.089 21.501
O -3.123 -12.779 23.661
H -3.091 -12.850 21.553
H -3.903 -14.177 22.340
H -5.491 -12.193 23.117
H -5.686 -12.965 21.581
H -4.722 -11.211 20.541
H -2.680 -11.928 23.617
C -10.260 -18.211 19.884
C -10.554 -19.689 19.564
O -11.720 -20.202 20.198
O -9.318 -18.162 20.977
H -11.105 -17.661 20.305
H -9.819 -17.726 19.019
H -9.677 -20.327 19.690
H -10.794 -19.755 18.501
H -11.718 -19.959 21.129
H -9.787 -17.945 21.790
```

The value obtained for the lowest unoccupied orbital energy is 0.3 eV. As for the structure (SMILES): OCCO.OCCO.CCO.CCO.CCO.CCO.CCO.CCO.CCO.CCO.CCO.CCO. The strongest force on any atom comes out at 3.55 eV/Å. The relative energy (zero: lowest compared OMol25 entry of this formula, charge and spin) comes out at 167.99 kJ/mol. The value obtained for the highest occupied orbital energy is -9.45 eV.

---

Gap between HOMO and LUMO list, top to bottom, in eV: 8.53, 9.72